Entry from the OMol25 dataset: C26H44BCl3N2O6P2SV as an isolated structure in a non-equilibrium geometry (ωB97M-V/def2-TZVPD).

Geometry as XYZ:
```
86
Properties=species:S:1:pos:R:3:forces:R:3
V -0.70279 0.84788 0.77195 0.393 1.536 -0.071
C -0.80870 -2.56972 -4.07019 0.054 -0.013 0.158
C -1.40048 -2.13041 -2.72540 -0.107 -0.087 0.162
C -0.50088 -2.72647 -1.62258 -0.033 -0.070 0.045
C -2.80230 -2.73280 -2.53644 0.035 0.005 0.034
P -1.50280 -0.28735 -2.28844 0.262 -0.186 -0.391
C 0.18016 0.27566 -2.85690 0.149 -0.024 0.441
N 1.15671 0.09342 -1.78438 0.166 0.099 0.218
B 0.94667 0.29284 -0.35045 0.991 -0.917 -0.692
N 2.27836 0.15203 0.22168 -0.025 0.135 -0.191
C 2.60355 0.41848 1.60700 -0.286 -0.084 -0.351
P 0.98405 0.58950 2.53666 1.186 -0.305 0.445
C 1.38747 2.04616 3.67554 -0.308 -0.074 -0.020
C 0.14946 2.32858 4.54299 0.080 0.045 -0.076
C 1.60952 3.27655 2.78209 -0.009 0.050 -0.020
C 2.63009 1.86393 4.54966 0.039 0.027 -0.043
C 0.93255 -1.06014 3.45974 -0.301 0.064 -0.113
C 1.03554 -2.13038 2.35357 0.069 -0.028 0.032
C 2.02008 -1.32399 4.49838 0.107 0.009 -0.073
C -0.43805 -1.20115 4.13906 0.027 -0.056 -0.022
C 3.21551 -0.03009 -0.79388 -0.186 0.030 0.273
C 4.58844 -0.17745 -0.74244 0.065 -0.036 -0.146
C 5.28510 -0.37809 -1.94463 -0.156 0.015 0.162
C 4.60685 -0.42781 -3.15238 -0.150 0.011 0.019
C 3.21389 -0.27275 -3.20678 0.162 -0.009 -0.047
C 2.52127 -0.06902 -2.02729 -0.352 0.000 0.076
C -2.64119 0.62094 -3.51183 -0.173 -0.136 0.198
C -4.00907 0.63503 -2.80185 0.006 0.094 0.013
C -2.18038 2.07626 -3.65262 0.040 0.088 0.045
C -2.79963 0.04466 -4.91803 0.023 0.041 -0.016
H -0.89332 -3.66151 -4.14653 0.038 0.072 0.010
H 0.25659 -2.32814 -4.13411 -0.079 -0.004 -0.002
H -1.30852 -2.14437 -4.93204 -0.125 0.106 -0.120
H -0.44061 -3.81524 -1.75985 -0.004 0.105 -0.008
H -0.91011 -2.53726 -0.62736 0.023 0.001 -0.080
H 0.51174 -2.31755 -1.66157 -0.058 -0.065 -0.017
H -2.73805 -3.82815 -2.56815 -0.002 0.091 -0.011
H -3.50439 -2.41485 -3.30973 0.025 -0.009 -0.023
H -3.21787 -2.45784 -1.56073 0.049 -0.024 -0.091
H 0.11977 1.33431 -3.10912 0.029 0.006 -0.047
H 0.49117 -0.27330 -3.74252 0.088 -0.002 -0.126
H 3.16689 1.34801 1.69944 0.066 0.038 0.029
H 3.20888 -0.38575 2.03199 0.058 -0.015 0.082
H -0.73052 2.48631 3.91390 0.030 0.004 0.030
H 0.31283 3.24545 5.12167 0.009 -0.079 -0.040
H -0.05583 1.52122 5.24582 0.017 -0.010 0.035
H 0.78147 3.43996 2.09983 0.016 0.024 0.067
H 2.52877 3.21185 2.19607 -0.029 0.007 0.049
H 1.68621 4.15392 3.43581 0.051 -0.078 -0.034
H 2.44461 1.23456 5.41385 -0.028 -0.115 0.079
H 2.93746 2.84831 4.92064 -0.016 -0.071 -0.012
H 3.47360 1.44413 3.99456 -0.032 0.057 0.021
H 2.05889 -2.23042 1.97987 -0.075 -0.011 0.052
H 0.39220 -1.91001 1.50336 -0.056 -0.011 0.014
H 0.72245 -3.09677 2.76649 0.077 0.078 -0.005
H 3.01972 -1.05799 4.14618 -0.038 -0.028 0.008
H 2.02329 -2.39553 4.72815 0.002 0.060 0.004
H 1.82947 -0.79110 5.42694 0.001 0.063 0.065
H -1.24565 -1.15773 3.41368 0.007 0.007 -0.008
H -0.61793 -0.42572 4.88251 0.029 -0.009 0.047
H -0.49671 -2.17330 4.64217 0.022 0.060 -0.035
H 5.11409 -0.14322 0.20571 -0.013 0.013 -0.039
H 6.36095 -0.49981 -1.92548 -0.005 0.013 0.009
H 5.15901 -0.58826 -4.07176 -0.033 0.016 0.039
H 2.69630 -0.31068 -4.15831 0.023 0.030 0.037
H -3.92423 1.14902 -1.84018 -0.010 -0.036 -0.089
H -4.38291 -0.37391 -2.60831 -0.005 0.031 -0.055
H -4.74677 1.16902 -3.41706 0.077 -0.084 0.038
H -1.94295 2.53777 -2.69207 -0.043 -0.054 -0.096
H -2.99476 2.65123 -4.10832 0.033 -0.011 0.009
H -1.31042 2.16382 -4.30785 -0.062 0.009 -0.013
H -3.24127 -0.95181 -4.92124 0.026 -0.034 0.017
H -1.84408 0.00780 -5.44663 -0.016 -0.024 -0.003
H -3.46784 0.70303 -5.49030 0.059 -0.073 0.035
O -1.35969 3.37642 1.47438 -0.035 -0.161 -0.287
S -1.05806 3.12911 0.04833 -0.174 1.391 -0.095
O -1.98997 2.03432 -0.41975 0.431 0.237 0.073
O 0.30881 2.41255 0.08256 -0.286 0.680 -0.317
O -1.02131 4.27764 -0.81277 -0.180 -0.074 0.051
Cl -3.25765 1.14505 2.37233 -0.208 -0.171 0.109
C -3.81055 -0.49355 1.99727 0.077 -0.025 0.018
Cl -5.16147 -0.40995 0.84706 0.076 -0.009 0.040
Cl -4.35202 -1.30174 3.49414 0.063 0.076 -0.153
C -2.67063 -1.37052 1.32429 0.796 1.926 0.225
O -2.86667 -2.53039 1.15889 -0.315 -1.334 -0.273
O -1.60143 -0.69276 1.05203 -2.142 -2.802 0.738
```
Forces are in eV/Å.

E_tot	-136292.271	eV
orbital gap (alpha / beta)	7.5 / 7.5	eV
total charge	-1
maximum force	3.6	eV/A
⟨S²⟩	2.026
spin multiplicity	3
ΔE to the lowest compared entry with this formula, charge and spin	25.05	kcal per mole

Results of the Löwdin charge analysis, in e, for atoms 1 through 8:
1 V 0.615
2 C -0.094
3 C -0.679
4 C -0.098
5 C -0.103
6 P 1.183
7 C -0.262
8 N -0.004



Entry from the OMol25 dataset: C26H44BCsN12O7P as an isolated structure in a non-equilibrium geometry (ωB97M-V/def2-TZVPD).

Geometry as XYZ:
```
92
Properties=species:S:1:pos:R:3:forces:R:3
Cs 0.40192 -1.88606 1.17660 3.023 1.101 1.011
C 2.69084 3.84310 5.65390 0.067 -0.009 -0.002
C 1.49163 3.64304 4.95832 0.034 -0.046 -0.074
N 1.66597 2.81013 3.94013 -0.479 -0.080 -0.229
N 2.95602 2.45406 3.95257 0.241 0.011 0.015
C 3.59678 3.06104 4.96878 0.100 0.058 0.174
B 3.61619 1.48206 2.94376 -0.109 0.023 0.043
N 3.24997 1.86374 1.47938 0.035 0.228 0.005
C 3.49473 3.05891 0.90367 -0.017 -0.048 -0.036
C 3.14712 2.97428 -0.42720 -0.033 0.077 -0.004
C 2.68984 1.65372 -0.57327 0.101 0.070 0.029
N 2.76702 0.99288 0.57378 -0.218 -0.102 0.022
N 3.20970 0.01717 3.18210 0.085 -0.161 -0.169
C 3.78125 -1.02340 2.54792 0.127 -0.164 0.151
C 3.21497 -2.18277 3.03114 0.180 -0.060 0.081
C 2.27501 -1.73062 3.97322 0.236 0.069 0.089
N 2.28009 -0.40652 4.05298 -0.242 0.110 0.238
H 2.86833 4.46693 6.51317 0.022 -0.022 0.007
H 0.52139 4.07383 5.15737 -0.012 -0.037 -0.055
H 4.64674 2.89445 5.14250 -0.005 -0.033 -0.070
H 4.80800 1.60721 3.10730 0.090 -0.024 -0.028
H 3.90663 3.87727 1.47377 -0.042 -0.029 0.028
H 3.20880 3.75143 -1.17050 -0.023 -0.002 -0.016
H 2.32446 1.15472 -1.45875 -0.037 -0.011 0.025
H 4.55724 -0.86790 1.81724 -0.037 0.014 -0.029
H 3.47204 -3.19657 2.77205 -0.058 0.001 -0.051
H 1.62316 -2.31653 4.60333 -0.085 0.072 -0.025
O -3.06741 0.57324 -0.34287 0.206 0.033 0.082
C -3.13431 1.94447 -0.68370 -0.270 -0.157 -0.274
C -2.63347 2.27239 -2.09405 0.066 -0.142 0.128
C -1.11810 2.50934 -2.21315 -0.137 0.076 0.064
C -0.74165 3.84256 -1.63253 0.026 0.048 0.017
C -0.68919 4.98244 -2.43484 0.056 0.121 -0.073
C -0.39562 6.20804 -1.86250 -0.034 -0.055 -0.020
C -0.14635 6.26778 -0.50062 0.055 0.024 0.038
C -0.20454 5.08715 0.22143 0.054 -0.011 -0.061
N -0.51074 3.91307 -0.32241 0.113 -0.267 0.240
H -2.34435 0.08989 -0.80453 0.008 0.152 0.062
H -2.62384 2.57497 0.05535 0.074 -0.094 -0.003
H -4.20022 2.19920 -0.64623 0.048 0.072 0.062
H -3.14594 3.17073 -2.45291 -0.070 -0.042 -0.041
H -2.91400 1.43652 -2.73988 -0.051 0.052 -0.039
H -0.84421 2.51078 -3.27101 0.031 -0.118 0.020
H -0.58055 1.70175 -1.71513 0.074 -0.004 -0.005
H -0.86482 4.90186 -3.50070 -0.028 -0.030 0.013
H -0.35183 7.10581 -2.46744 0.001 -0.027 -0.024
H 0.10668 7.20097 -0.01541 0.000 -0.018 0.024
H 0.03125 5.06912 1.28052 -0.054 0.028 0.021
N -0.02202 0.94421 2.06626 0.069 0.252 -0.303
N -1.18474 1.03135 2.81973 -0.153 0.527 0.140
C -1.85844 -0.03730 3.21472 -0.553 -0.425 0.416
N -2.95896 0.13723 3.98154 0.109 0.054 -0.178
N -1.34308 -1.22888 2.91376 -0.553 1.069 0.917
N -2.03630 -2.34456 2.98725 -1.270 -0.502 0.721
O -1.39915 -3.37150 2.77347 -0.389 -0.094 0.224
O -3.26124 -2.37191 3.23898 0.409 -0.005 -0.135
H 0.72022 1.41198 2.57970 0.134 -0.007 0.185
H -0.15003 1.44627 1.18830 -0.122 -0.032 0.049
H -1.46437 1.92848 3.19154 0.010 0.005 -0.021
H -3.37952 1.04981 4.01329 -0.021 -0.001 -0.054
H -3.56407 -0.67526 3.96810 -0.080 0.008 0.055
C -4.09201 -4.39978 -1.01727 0.112 0.140 0.001
C -2.71199 -4.38574 -1.67028 -0.215 -0.408 -0.044
C -1.78735 -5.35737 -0.93725 0.084 0.320 -0.014
C -2.83375 -4.79525 -3.14044 0.091 0.254 0.116
O -2.28569 -3.01852 -1.57170 0.187 0.018 0.024
P -0.81770 -2.37297 -1.70174 -0.398 -0.304 -1.148
O -1.01382 -0.91615 -1.45044 0.058 0.218 0.050
O 0.20198 -3.07360 -0.86264 -0.475 -1.584 -2.845
O -0.53179 -2.64299 -3.29228 0.076 -0.063 0.384
C 0.77657 -2.61770 -3.89343 0.278 0.076 -0.277
C 1.57855 -1.39772 -3.43357 -0.286 -0.087 0.121
C 1.54550 -3.90904 -3.59460 -0.295 0.112 0.155
C 0.51222 -2.52907 -5.39433 -0.085 0.046 0.119
H -4.54302 -5.38958 -1.10253 -0.004 -0.019 0.014
H -4.73770 -3.66776 -1.50470 -0.009 -0.023 -0.001
H -4.00623 -4.13277 0.03698 -0.022 -0.018 0.000
H -2.18210 -6.37056 -1.02864 -0.028 0.004 0.013
H -1.71464 -5.09203 0.11870 0.005 -0.021 -0.004
H -0.78544 -5.31654 -1.35930 0.055 -0.083 0.000
H -3.18651 -5.82556 -3.20828 -0.014 0.000 -0.014
H -1.86664 -4.70688 -3.63122 0.019 -0.054 -0.054
H -3.53771 -4.13944 -3.65601 0.006 -0.011 -0.003
H 1.75082 -1.45316 -2.35846 0.087 0.046 0.012
H 1.01863 -0.48419 -3.64212 0.017 -0.003 0.012
H 2.53996 -1.35685 -3.94724 0.006 -0.033 -0.012
H 1.65353 -4.02080 -2.51963 0.048 -0.056 0.096
H 2.53438 -3.88342 -4.05666 -0.036 0.033 -0.042
H 0.99413 -4.76842 -3.98417 0.023 0.002 0.008
H -0.05516 -1.62589 -5.62451 0.015 -0.008 -0.004
H -0.06512 -3.39526 -5.72222 -0.005 0.013 -0.013
H 1.45720 -2.50666 -5.93929 0.004 -0.003 -0.029
```
Forces are in eV/Å.

E_tot	-70407.730	eV
orbital gap	8.0	eV
total charge	-1
maximum force	3.4	eV/A
ΔE to the lowest compared entry with this formula, charge and spin	23.12	kcal per mole

Results of the Löwdin charge analysis, in e, for atoms 1 through 8:
1 Cs 1.495
2 C -0.093
3 C -0.186
4 N 0.053
5 N -0.054
6 C -0.108
7 B -0.542
8 N -0.046